Record 1
221
Properties=species:S:1:pos:R:3:mulliken_charge:R:1 method="wB97M-V/def2-TZVPD" lumo_energy_ev=-8.2 gap_ev=8.13 total_charge=+5
H 6.717 1.026 2.841 0.137
C -4.531 -1.215 4.610 0.702
H -2.475 -6.186 -8.240 0.329
H -2.598 -0.465 -2.183 0.061
H 2.860 4.722 -1.452 0.221
C 2.606 3.776 3.988 -0.768
H -6.953 3.013 -3.112 0.266
B -4.492 -1.837 1.213 -0.638
H -3.009 3.830 1.978 0.373
C -2.423 -4.910 0.204 -0.414
F -5.814 -1.944 1.671 -0.288
C -3.171 0.234 -6.632 -0.635
H -2.133 -3.318 2.221 0.532
C -3.620 -3.588 -6.452 -0.083
H 5.927 1.685 4.098 0.349
H -3.696 0.544 5.476 0.488
C 5.612 1.691 -0.896 -0.687
H -6.533 -3.069 7.726 0.313
H 1.185 1.558 -0.367 0.580
C 3.620 0.204 3.639 -0.253
O 2.831 -4.203 1.194 -0.413
C -2.982 1.280 -5.560 -0.731
H -0.585 -0.221 8.118 0.359
H -0.780 0.610 5.940 0.696
H 1.784 -3.918 -5.904 0.436
C 8.746 1.719 4.621 -0.923
H 2.137 -1.528 2.245 -1.057
H -6.039 -0.507 5.975 0.452
N -0.161 -3.590 -5.209 0.692
O -2.051 0.886 -4.612 -0.045
C 3.970 -2.111 1.542 -0.530
H -6.702 4.200 -4.266 0.359
H -5.238 7.453 0.283 0.443
C 3.448 -1.266 3.947 -0.925
O -4.591 4.180 0.779 -0.350
O -7.747 4.781 -2.564 -0.386
O -1.199 -1.328 6.443 -0.130
C 1.270 5.384 -3.420 -0.804
H -3.767 5.357 -0.701 0.302
H -5.899 6.208 1.363 0.362
H -3.253 -4.407 0.699 -0.059
H 2.699 -2.616 -0.117 -0.006
C 0.038 -2.149 -4.755 -1.573
H -3.887 2.413 1.549 0.337
H -2.124 -1.055 3.735 -0.856
H -3.631 -1.904 -2.286 0.422
H -1.815 -7.450 -0.678 0.289
C 5.928 4.227 2.432 -0.628
F 1.003 0.666 -4.972 -0.149
O 0.324 -0.971 1.738 -0.301
H -6.520 -1.368 8.021 0.324
H 8.312 5.322 2.693 0.351
C -5.574 -1.452 5.684 -0.769
H -3.988 1.481 -5.157 0.381
H -8.365 3.526 -4.144 0.303
C -1.474 -7.102 0.300 -0.451
H 4.015 -1.118 1.104 -0.091
H 5.149 4.731 -3.510 0.513
H -2.269 0.102 -7.225 0.355
H 3.936 4.953 2.165 0.781
H 2.039 -5.992 0.982 0.260
H 1.773 -4.894 -0.428 0.197
H 0.040 -4.120 -4.360 0.440
H -1.387 -7.940 0.986 0.279
H 0.609 -1.453 7.529 0.258
B 2.161 0.893 -4.233 0.262
H -8.310 6.717 -2.517 0.374
H -0.091 -2.974 4.385 -0.364
H 0.957 -5.369 -7.924 0.481
H -0.845 -1.913 8.347 0.280
H -0.049 -0.602 4.918 -0.101
C -5.854 -2.232 7.905 -0.817
C 3.335 5.036 -2.385 -0.384
H 4.870 -2.370 2.095 0.721
O 4.734 0.486 2.817 0.314
H 8.289 2.241 -1.051 0.407
H 3.622 0.826 4.540 0.441
H 3.321 -5.838 -0.099 0.436
H 5.263 2.466 -3.284 0.499
H -3.053 -1.340 -5.151 -0.215
H 1.112 -1.974 -4.680 0.931
H -3.966 -2.060 4.225 -0.776
N 6.396 5.085 3.570 0.021
H -0.903 -7.043 -8.216 0.407
H 2.058 3.153 3.277 0.132
H 0.762 -3.099 -7.070 0.314
C -3.494 3.337 1.127 -0.855
H -0.783 1.583 -3.162 -0.228
H 6.007 6.020 3.421 0.428
H -5.351 -2.345 8.860 0.279
H 3.782 1.209 -1.841 0.047
H -3.410 5.872 0.915 0.460
H -0.765 -5.469 2.666 0.550
H -2.853 3.163 0.262 0.329
C 8.525 4.051 4.468 -0.549
O 4.003 3.633 3.775 -0.387
C 4.666 4.354 -2.609 -0.659
N -3.520 -1.141 -6.053 0.354
H 4.191 3.347 1.681 -0.014
F 1.879 1.628 -3.036 -0.580
C 5.926 0.741 3.537 -0.986
H -4.015 -5.151 -4.032 0.339
H -4.515 -1.096 -5.821 0.440
H -2.271 -5.315 -4.042 0.249
H 0.694 -6.111 -6.328 0.357
C -7.445 6.133 -2.840 -0.575
H 6.199 -0.088 4.188 0.309
H 8.223 3.265 0.357 0.274
H -5.283 5.994 -2.357 0.310
C -0.584 -3.940 4.262 -0.720
C 0.787 -3.909 -6.344 -0.322
C -1.203 -4.037 0.462 1.630
C -4.209 5.442 0.298 -0.310
O -0.947 -5.218 -7.171 -0.304
H -2.200 -2.007 -1.353 -1.103
H -3.196 -0.842 6.219 0.635
H 6.170 1.074 -1.612 0.684
O 6.393 2.829 -0.564 -0.117
H -1.394 -3.108 -0.075 -1.661
C -2.760 -4.793 4.814 -0.941
H -1.207 2.776 -4.392 0.503
C 0.466 -5.246 -6.956 -0.831
C -1.395 -6.067 -8.217 -1.012
H -0.501 -6.604 0.232 0.135
C 4.262 2.106 -1.452 0.105
C 3.427 -3.102 0.545 -0.288
N 2.962 -1.962 2.700 1.411
H 5.968 4.789 4.453 0.430
H 2.399 3.510 5.021 0.285
H 4.249 -3.443 -0.093 0.627
H 0.703 5.013 -2.564 0.302
H -1.127 -3.863 -5.473 -0.040
H -0.257 -4.533 0.267 -0.484
H 3.604 2.604 -3.290 0.114
H 2.310 4.823 3.875 0.438
H -1.844 -0.037 0.893 -0.060
H 9.577 4.334 4.565 0.438
H -0.925 1.417 1.430 0.390
H 3.631 6.091 -2.392 0.509
H 0.749 5.139 -4.346 0.217
H 5.487 1.017 -0.040 0.086
H -1.402 1.158 -0.258 -0.057
H -7.311 6.538 -0.333 0.407
O -1.925 -3.631 4.563 0.171
H -3.546 -4.473 5.491 0.161
H 2.801 -1.508 4.787 0.497
C -7.488 3.845 -3.585 -0.780
H -3.795 -2.129 -8.008 0.531
F 2.653 -0.356 -3.776 -0.410
H 1.855 1.393 1.220 -0.267
C -3.286 -2.264 -7.057 -0.835
H -1.107 -5.681 -9.203 0.394
C 7.890 5.195 3.689 -0.786
H -2.164 -5.604 5.228 0.465
H 8.956 0.872 3.975 0.255
H -4.710 -3.698 -6.503 0.583
C -5.388 6.386 0.417 -0.885
H -4.075 0.406 -7.212 0.436
H -2.131 0.677 4.001 0.447
C -0.445 -1.191 7.636 -0.922
H -2.207 -2.165 -7.206 0.220
H 3.603 2.663 -0.796 -0.045
C 7.701 2.457 -0.150 -0.987
C -6.195 6.479 -2.019 -0.620
C -0.973 -0.353 5.449 -0.544
C -1.040 0.658 0.646 -1.170
O 2.530 4.728 -3.496 -0.315
C -3.133 -5.073 -4.666 -0.902
O 8.401 2.824 3.791 -0.177
H 9.595 1.900 5.286 0.431
H -0.087 -2.540 -2.612 0.258
H 7.808 1.531 0.422 0.349
C -2.598 -1.556 -2.267 0.518
N 4.468 2.851 -2.779 0.334
H 6.424 3.273 2.605 -0.228
H 7.957 1.502 5.350 0.317
C 2.492 -5.254 0.311 -0.781
C -0.397 -4.459 2.840 0.360
H 2.743 0.570 3.095 -0.173
H 0.206 -0.776 -0.278 -0.944
H 8.026 4.017 5.444 0.414
H -2.716 -4.919 -0.852 0.443
O -4.960 -2.041 6.822 -0.302
F -3.745 -2.705 2.094 0.052
H -3.210 -5.059 3.856 0.237
C -2.168 -0.287 4.503 0.391
O -1.902 -1.965 -3.424 0.531
N -6.473 6.017 -0.595 -0.187
C 4.429 4.032 2.504 -0.234
O -2.425 -6.174 0.818 -0.375
C -0.501 -1.854 -3.366 -0.070
C 0.277 -0.150 0.634 1.508
H -4.920 -0.637 3.775 0.098
H -6.303 -2.193 5.351 0.481
H 5.402 4.439 -1.814 0.258
H -3.146 -5.834 -5.447 0.366
H -0.192 -4.757 4.876 0.626
H -7.243 6.334 -3.892 0.442
H 2.290 0.210 -0.028 -0.062
H 4.428 -1.672 4.211 0.328
H -0.217 -0.849 -3.037 -0.258
H 0.647 -4.331 2.552 -0.436
C -1.589 1.944 -3.795 -0.724
H 8.201 6.085 4.238 0.409
H -6.696 5.019 -0.619 0.423
F -4.477 -2.278 -0.096 -0.198
O -3.007 -3.757 -5.218 -0.208
H 1.419 6.466 -3.450 0.382
H -0.352 -1.612 -5.616 0.282
H 2.800 -2.925 2.996 0.417
H -2.766 2.237 -6.050 0.486
H -2.419 2.291 -3.164 0.385
H -0.841 -2.639 1.983 -1.060
H -3.190 -4.237 -7.229 -0.095
N -3.427 -0.424 5.306 -0.108
F 3.143 1.600 -4.909 -0.312
F -4.037 -0.516 1.348 -0.126
H 6.239 4.658 1.484 0.556
C 1.468 0.809 0.377 -0.839
H -6.033 7.551 -1.906 0.466
N -1.192 -3.615 1.900 2.305

Record 2
52
Properties=species:S:1:pos:R:3:mulliken_charge:R:1 method="wB97M-V/def2-TZVPD" spin_multiplicity=3 lumo_energy_ev="-9.7 / -11.2" gap_ev="7.13 / 6.34" total_charge=+3
H 0.206 3.634 0.010 0.437
O 2.209 -1.077 0.313 -0.173
H 0.920 0.371 -3.637 0.395
C 1.512 -2.392 2.190 -0.437
H 3.012 1.720 1.953 0.525
H 2.048 1.513 -1.813 0.466
H 1.837 2.930 -0.035 0.409
O 1.114 0.873 1.646 -0.351
C 0.976 1.677 -1.946 -0.709
C -0.321 -1.695 -2.618 -0.725
H 1.503 -3.372 2.666 0.549
H -5.514 4.555 -0.108 0.429
O 0.323 1.660 -0.659 0.511
H 4.112 -0.411 0.885 0.541
H 1.205 2.853 2.325 0.504
H -1.977 2.364 -1.309 0.492
C -0.594 -3.292 1.437 -0.510
H 2.699 0.214 2.812 0.329
C 0.633 2.251 1.622 -0.474
O 0.174 -2.075 1.699 -0.268
H -1.277 -3.505 -1.999 0.482
H -0.402 2.224 1.948 0.085
C -2.829 2.656 -0.713 -0.119
H 0.820 2.643 -2.430 0.425
C 2.559 0.733 1.868 -0.574
C 3.121 -0.010 0.672 -0.450
C -1.734 -2.910 0.528 -0.851
H -2.505 -2.346 1.043 0.238
Te -2.412 0.374 1.400 0.611
S -4.629 2.687 1.141 0.006
H 0.347 -2.034 -3.409 0.328
C 2.426 -2.346 0.990 -0.497
H -0.690 0.829 -3.013 0.558
H -2.197 -3.786 0.076 0.453
H 3.193 0.628 -0.206 0.101
Mo 0.084 -0.403 0.263 0.964
H -1.253 -1.322 -3.046 0.448
C 0.339 0.588 -2.740 -0.857
C -3.693 3.695 -1.028 -0.854
C 0.788 2.732 0.202 -0.666
C -3.189 1.994 0.468 -0.044
C -4.718 3.824 -0.098 -0.295
H 1.748 -1.653 2.948 0.141
H -0.951 -3.694 2.385 0.407
C -0.587 -2.758 -1.606 -0.325
H 3.477 -2.453 1.257 0.462
H 2.177 -3.120 0.265 0.263
H 0.072 -4.018 0.967 0.500
H -3.604 4.336 -1.893 0.422
O 0.318 -0.598 -1.897 -0.297
O -1.206 -2.045 -0.507 -0.220
H 0.330 -3.244 -1.269 0.217

Record 3
62
Properties=species:S:1:pos:R:3:mulliken_charge:R:1 method="wB97M-V/def2-TZVPD" lumo_energy_ev=0.4 relative_energy_kcal_mol=1.5 gap_ev=6.68
H -1.905 3.726 -2.473 0.409
S -0.694 1.269 -1.551 0.410
C -0.620 -2.599 2.810 0.227
H 1.220 0.278 -1.731 0.074
H -2.422 -3.423 -1.026 0.300
C -1.532 -1.523 2.637 -0.100
C -0.137 1.200 -4.271 -0.342
C -2.542 -0.079 -4.853 -0.663
H -2.959 0.085 -2.746 0.337
C 0.938 5.498 -1.954 -0.417
C -3.020 -0.661 0.682 -1.507
H -1.378 -2.077 -1.478 0.117
H -2.563 0.207 3.439 0.406
C -0.045 2.932 -1.735 0.212
O 2.820 -1.486 2.777 -0.734
N 0.454 0.299 -1.058 -0.282
C -0.425 0.821 -5.571 -0.693
H -0.824 -3.132 4.885 0.361
C -1.626 0.183 -5.859 -0.397
H -2.978 -1.309 4.224 0.270
H 1.866 2.393 -0.948 0.036
Sr 0.695 -0.741 1.371 1.623
H 4.656 1.203 2.451 0.382
H 0.285 1.025 -6.361 0.393
H 0.667 -2.261 4.537 0.178
C 1.259 3.189 -1.360 -0.091
H 4.662 0.359 4.533 0.199
H -3.474 -0.577 -5.080 0.409
C 3.836 0.570 2.075 -0.149
C -1.454 -2.952 -0.825 -1.465
H -1.847 -0.110 -6.877 0.387
H 0.509 -3.938 4.067 0.418
H 2.771 4.695 -1.182 0.428
C -0.380 5.228 -2.309 -0.596
C -0.470 -3.252 1.565 0.586
C -2.259 0.294 -3.545 -0.127
H -0.684 -3.658 -1.143 0.430
H 4.212 0.075 1.173 0.165
H 2.243 1.919 2.624 0.259
H 1.231 -4.191 0.573 0.257
C 1.752 4.485 -1.477 -0.545
H 1.323 6.505 -2.041 0.386
C -0.880 3.944 -2.197 -0.446
C -1.060 0.932 -3.267 0.319
C 0.417 -4.428 1.268 -1.772
H 0.790 1.709 -4.037 0.392
H 0.884 -4.812 2.174 0.382
H -0.145 -5.250 0.817 0.363
C -0.037 -2.997 4.137 -1.887
H -2.799 -0.422 -0.361 0.016
H 2.635 1.947 0.933 -0.050
C -1.964 -1.538 1.287 1.038
N 4.112 -0.441 4.280 -0.360
H 3.862 -1.120 4.978 0.251
H -1.436 -0.540 4.563 0.381
H -1.019 6.024 -2.670 0.384
C 3.555 -0.531 3.054 0.416
C 2.501 1.263 1.778 -1.153
H -3.129 0.284 1.218 0.300
C -2.153 -0.752 3.766 -1.695
C -1.295 -2.591 0.624 1.198
H -4.001 -1.149 0.691 0.376

Number 1: molar mass 1306.3 g/mol. Number 2: molar mass 571.0 g/mol. Number 3: molar mass 496.2 g/mol.